No. 1
Here is a 2-piece molecular cluster, CH4N2O3P overall in a non-equilibrium geometry from the Open Molecules 2025 dataset. Energies are from ωB97M-V/def2-TZVPD.

Values from the calculation:
**Net charge**: -1
**E**: -717.11421 hartree
**HOMO**: -3.2 eV
**Relative energy (zero: lowest compared OMol25 entry of this formula, charge and spin)**: 97.3 kcal/mol
**Kohn-Sham gap**: 0.261 Ha

Atoms and positions in Å:
C -0.002 1.011 0.191
N 0.648 -1.264 -0.723
N 1.869 -0.814 -1.091
O 2.179 -0.126 1.516
O 3.996 0.424 -0.361
O 0.867 1.470 -0.526
P 2.660 -0.067 0.089
H -0.106 1.154 1.257
H 0.348 -1.112 0.240
H -0.983 0.714 -0.237
H -0.023 -0.899 -1.482

Mulliken atomic charge list, values in e, 6 entries: atom 1 (C): -0.295, atom 2 (N): -0.504, atom 3 (N): -0.447, atom 4 (O): -0.680, atom 5 (O): -0.698, atom 6 (O): -0.489


No. 2
Here is an isolated molecule of CH4N2O3S in a non-equilibrium geometry from the Open Molecules 2025 dataset. Energies are from ωB97M-V/def2-TZVPD.

Values from the calculation:
**E**: -773.89794 hartree
**HOMO**: -10.1 eV
**Relative energy (zero: lowest compared OMol25 entry of this formula, charge and spin)**: 17.5 kcal/mol
**Kohn-Sham gap**: 0.393 Ha
**SMILES**: NC(=O)S(N)(=O)=O

Atoms and positions in Å:
N 1.605 0.823 0.242
C 0.474 1.000 -0.451
O 0.076 1.908 -1.144
S -0.763 -0.163 0.593
N -0.985 -1.209 -0.662
O -1.993 0.433 0.993
O -0.004 -0.913 1.590
H 2.466 1.388 0.054
H 1.572 -0.051 0.715
H -0.695 -2.211 -0.661
H -1.752 -1.005 -1.269

Mulliken atomic charge list, values in e, 6 entries: atom 1 (N): -0.310, atom 2 (C): 0.520, atom 3 (O): -0.511, atom 4 (S): 0.983, atom 5 (N): -0.438, atom 6 (O): -0.549


No. 3
Here is a 2-piece molecular cluster, CH4N2O4 overall in a non-equilibrium geometry from the Open Molecules 2025 dataset. Energies are from ωB97M-V/def2-TZVPD.

Values from the calculation:
**E**: -450.76087 hartree
**HOMO**: -10.3 eV
**Relative energy (zero: lowest compared OMol25 entry of this formula, charge and spin)**: 85.4 kcal/mol
**Kohn-Sham gap**: 0.381 Ha
**SMILES**: CON=O.O=NO

Atoms and positions in Å:
C -0.877 2.439 0.171
O -0.281 1.177 0.714
N 0.624 0.690 -0.124
O 1.251 -0.238 0.333
H -0.158 3.273 -0.094
H -1.471 2.771 1.052
H -1.443 2.101 -0.703
O -0.859 -2.954 -0.931
N -0.042 -2.921 -0.053
O 1.300 -3.138 -0.554
H 1.956 -3.200 0.188

Mulliken atomic charge list, values in e, 6 entries: atom 1 (C): -0.349, atom 2 (O): -0.112, atom 3 (N): 0.095, atom 4 (O): -0.300, atom 5 (H): 0.230, atom 6 (H): 0.225


No. 4
Here is an isolated molecule of CH4N2OS2 in a non-equilibrium geometry from the Open Molecules 2025 dataset. Energies are from ωB97M-V/def2-TZVPD.

Values from the calculation:
**E**: -1021.54147 hartree
**HOMO**: -8.6 eV
**Relative energy (zero: lowest compared OMol25 entry of this formula, charge and spin)**: 54.1 kcal/mol
**Kohn-Sham gap**: 0.329 Ha
**SMILES**: ONC(=S)NS

Atoms and positions in Å:
O 0.418 -1.489 -1.023
N 1.044 -0.377 -0.555
C 0.491 0.473 0.325
S 1.362 1.793 0.930
N -0.726 0.026 0.844
S -2.225 0.082 -0.065
H 0.868 -2.226 -0.513
H 1.863 -0.025 -1.174
H -0.782 0.444 1.771
H -2.312 1.298 -0.539

Mulliken atomic charge list, values in e, 6 entries: atom 1 (O): -0.382, atom 2 (N): -0.105, atom 3 (C): 0.200, atom 4 (S): -0.361, atom 5 (N): -0.324, atom 6 (S): -0.106


No. 5
Here is an isolated molecule of CH4N2P2 in a non-equilibrium geometry from the Open Molecules 2025 dataset. Energies are from ωB97M-V/def2-TZVPD.

Values from the calculation:
**E**: -832.62710 hartree
**HOMO**: -8.1 eV
**Relative energy (zero: lowest compared OMol25 entry of this formula, charge and spin)**: 36.2 kcal/mol
**Kohn-Sham gap**: 0.296 Ha
**SMILES**: [H]/N=C1/[PH]#P1N

Atoms and positions in Å:
H -1.085 -0.077 -2.151
N -1.552 -0.170 -1.323
C -1.027 -0.551 -0.250
P -1.236 -0.362 1.535
P 0.562 -1.053 0.470
N 1.681 0.156 -0.004
H -1.496 1.245 1.040
H 2.587 -0.175 0.150
H 1.565 0.987 0.533

Mulliken atomic charge list, values in e, 6 entries: atom 1 (H): 0.240, atom 2 (N): -0.604, atom 3 (C): 0.397, atom 4 (P): -0.159, atom 5 (P): 0.085, atom 6 (N): -0.553


No. 6
Here is an isolated molecule of CH4N2P2 in a non-equilibrium geometry from the Open Molecules 2025 dataset. Energies are from ωB97M-V/def2-TZVPD.

Values from the calculation:
**E**: -832.56488 hartree
**HOMO (alpha / beta)**: -6.2 / -9.1 eV
**Relative energy (zero: lowest compared OMol25 entry of this formula, charge and spin)**: 9.3 kcal/mol
**Kohn-Sham gap (alpha / beta)**: 0.266 / 0.286 Ha
**Spin multiplicity**: 3

Atoms and positions in Å:
C 2.084 0.961 0.193
N 2.666 1.849 -0.376
N -1.568 -0.701 -0.512
P 0.177 1.209 0.692
P -1.265 0.983 -0.789
H 3.433 2.369 -0.847
H -2.334 -0.927 -1.097
H -1.635 -0.903 0.457
H 0.202 -0.240 1.010

Mulliken atomic charge list, values in e, 6 entries: atom 1 (C): -0.074, atom 2 (N): -0.265, atom 3 (N): -0.541, atom 4 (P): -0.086, atom 5 (P): 0.081, atom 6 (H): 0.283


No. 7
Here is a 2-piece molecular cluster, CH4N2PS overall in a non-equilibrium geometry from the Open Molecules 2025 dataset. Energies are from ωB97M-V/def2-TZVPD.

Values from the calculation:
**Net charge**: +1
**E**: -889.12354 hartree
**HOMO (alpha / beta)**: -12.7 / -12.6 eV
**Relative energy (zero: lowest compared OMol25 entry of this formula, charge and spin)**: 116.6 kcal/mol
**Kohn-Sham gap (alpha / beta)**: 0.207 / 0.194 Ha

Atoms and positions in Å:
C -0.280 -0.136 -0.266
N -1.557 -0.421 -0.135
N 0.314 0.838 0.403
P 1.950 1.458 0.278
S 2.981 -1.204 -0.579
H 0.418 -0.695 -1.016
H -1.793 -1.357 -0.425
H -1.926 0.141 0.604
H -0.108 1.376 1.136

Mulliken atomic charge list, values in e, 6 entries: atom 1 (C): 0.417, atom 2 (N): -0.261, atom 3 (N): -0.310, atom 4 (P): 0.248, atom 5 (S): -0.123, atom 6 (H): 0.145


No. 8
Here is a 2-piece molecular cluster, CH4N2PS overall in a non-equilibrium geometry from the Open Molecules 2025 dataset. Energies are from ωB97M-V/def2-TZVPD.

Values from the calculation:
**Net charge**: +1
**E**: -889.24685 hartree
**HOMO**: -13.5 eV
**Relative energy (zero: lowest compared OMol25 entry of this formula, charge and spin)**: 39.2 kcal/mol
**Kohn-Sham gap**: 0.234 Ha

Atoms and positions in Å:
C -0.569 -0.130 -0.218
N -1.890 -0.249 -0.129
N 0.199 0.617 0.434
P 3.233 1.013 -0.152
S 3.741 -0.786 -0.010
H 0.040 -0.542 -1.095
H -2.319 -0.913 -0.789
H -2.207 -0.236 0.838
H -0.228 1.225 1.120

Mulliken atomic charge list, values in e, 6 entries: atom 1 (C): 0.135, atom 2 (N): -0.430, atom 3 (N): -0.481, atom 4 (P): 0.660, atom 5 (S): 0.186, atom 6 (H): 0.198


- The lowest E belongs to which entry?
  CH4N2OS2